Formula: C52H47F3NP2S6Ti
Source: the Open Molecules 2025 dataset
Level of theory: ωB97M-V with the def2-TZVPD basis set

Positions of all 112 atoms, in Å:
Ti1 -0.098 0.957 -0.042
C1 0.874 4.934 1.500
C2 1.555 4.542 2.807
S1 2.165 2.821 2.768
C3 1.462 2.104 4.292
C4 0.386 1.038 4.094
S2 -0.929 1.371 2.889
C5 -1.515 3.031 3.398
C6 -1.730 3.929 2.180
S3 -0.438 3.825 0.906
H1 1.585 4.896 0.674
H2 0.464 5.943 1.569
H3 0.881 4.654 3.654
H4 2.418 5.190 2.967
H5 1.105 2.925 4.913
H6 2.293 1.626 4.812
H7 -0.092 0.837 5.055
H8 0.810 0.110 3.713
H9 -0.784 3.451 4.084
H10 -2.457 2.898 3.930
H11 -1.846 4.973 2.471
H12 -2.622 3.610 1.641
S4 1.584 2.512 -1.419
P1 2.698 0.994 -0.730
C7 1.732 0.338 0.546
P2 1.639 -1.323 1.012
S5 -0.175 -1.606 1.778
C8 2.049 -2.616 -0.212
C9 1.019 -3.308 -0.839
C10 1.309 -4.248 -1.815
C11 2.626 -4.497 -2.171
C12 3.657 -3.816 -1.539
C13 3.371 -2.881 -0.559
C14 2.830 -1.691 2.349
C15 3.515 -0.657 2.975
C16 4.345 -0.927 4.054
C17 4.488 -2.230 4.506
C18 3.787 -3.263 3.895
C19 2.955 -2.995 2.821
C20 4.291 1.556 -0.037
C21 5.143 0.579 0.478
C22 6.260 0.934 1.213
C23 6.523 2.275 1.462
C24 5.681 3.251 0.953
C25 4.566 2.895 0.208
C26 3.185 -0.032 -2.169
C27 4.498 -0.196 -2.597
C28 4.770 -0.995 -3.698
C29 3.742 -1.626 -4.379
C30 2.426 -1.432 -3.976
C31 2.151 -0.638 -2.878
H13 0.001 -3.117 -0.533
H14 0.504 -4.788 -2.299
H15 2.856 -5.235 -2.929
H16 4.685 -4.018 -1.812
H17 4.178 -2.377 -0.044
H18 3.401 0.353 2.598
H19 4.882 -0.122 4.542
H20 5.145 -2.446 5.339
H21 3.887 -4.276 4.263
H22 2.392 -3.788 2.342
H23 4.919 -0.464 0.298
H24 6.919 0.167 1.600
H25 7.380 2.558 2.060
H26 5.894 4.295 1.144
H27 3.906 3.651 -0.202
H28 5.307 0.307 -2.083
H29 5.793 -1.121 -4.028
H30 3.961 -2.259 -5.229
H31 1.615 -1.901 -4.520
H32 1.129 -0.481 -2.563
N1 -1.948 1.972 -0.725
S6 -3.130 1.349 -1.622
C32 -4.067 0.302 -0.493
C33 -3.614 0.001 0.775
C34 -4.382 -0.813 1.594
C35 -5.599 -1.302 1.145
C36 -6.047 -0.991 -0.131
C37 -5.277 -0.193 -0.960
C38 -4.444 2.602 -1.631
C39 -4.812 3.270 -0.475
C40 -5.853 4.179 -0.521
C41 -6.522 4.410 -1.719
C42 -6.143 3.746 -2.875
C43 -5.094 2.837 -2.831
H33 -1.398 2.578 -1.342
H34 -2.672 0.385 1.127
H35 -4.005 -1.068 2.576
H36 -6.197 -1.937 1.786
H37 -6.995 -1.375 -0.485
H38 -5.626 0.049 -1.957
H39 -4.296 3.054 0.453
H40 -6.151 4.707 0.375
H41 -7.348 5.109 -1.748
H42 -6.657 3.934 -3.807
H43 -4.788 2.298 -3.721
F1 -6.357 -4.999 -2.799
C44 -5.209 -5.281 -3.469
F2 -5.515 -5.253 -4.778
F3 -4.903 -6.557 -3.161
C45 -4.121 -4.326 -3.100
C46 -3.543 -4.428 -1.839
C47 -2.606 -3.501 -1.433
C48 -2.253 -2.439 -2.276
C49 -2.796 -2.382 -3.563
C50 -3.729 -3.318 -3.971
C51 -1.420 -1.406 -1.762
C52 -0.745 -0.521 -1.261
H44 -3.844 -5.231 -1.177
H45 -2.156 -3.562 -0.450
H46 -2.488 -1.592 -4.235
H47 -4.157 -3.266 -4.963

As for the multiplicity: 2. As for the total charge: 0. The value obtained for the frontier orbital gap (spin up / spin down) is 7.2 / 7.6 eV. The expectation value of S² is 0.76. The value obtained for the energy above the lowest of the compared OMol25 structures with the same formula, charge and spin is 1.034 eV. Its LUMO energy (spin up / spin down) is 0.0099 / 0.0102 Ha. The HOMO energy (spin up / spin down) comes out at -6.915 / -7.344 eV.

=====

Formula: C52H47N9O6P2Se2Y
Source: the Open Molecules 2025 dataset
Level of theory: ωB97M-V with the def2-TZVPD basis set

Positions of all 119 atoms, in Å:
Y1 0.419 -0.068 -0.897
O1 3.501 -5.171 1.704
C1 2.778 -4.177 1.135
C2 2.988 -3.761 -0.173
C3 2.217 -2.731 -0.667
N1 1.266 -2.134 0.054
C4 1.044 -2.564 1.299
C5 1.780 -3.571 1.885
C6 -0.150 -1.974 2.032
O2 -0.341 -2.304 3.197
O3 -0.883 -1.242 1.280
C7 2.390 -2.258 -2.116
O4 3.223 -2.842 -2.794
O5 1.622 -1.290 -2.451
H1 4.126 -5.509 1.057
H2 3.727 -4.208 -0.829
H3 1.550 -3.877 2.897
Se1 -6.456 -0.689 -2.793
P1 -5.630 -2.097 -1.460
C8 -6.719 -2.432 -0.035
C9 -8.006 -1.909 -0.036
C10 -8.907 -2.268 0.961
C11 -8.522 -3.141 1.967
C12 -7.237 -3.668 1.970
C13 -6.345 -3.325 0.967
C14 -5.533 -3.781 -2.181
C15 -6.311 -4.097 -3.285
C16 -6.279 -5.380 -3.820
C17 -5.467 -6.351 -3.253
C18 -4.687 -6.038 -2.146
C19 -4.721 -4.760 -1.612
C20 -3.877 -1.741 -1.101
C21 -2.925 -1.068 -0.299
N2 -1.794 -0.986 -1.065
N3 -2.044 -1.589 -2.222
N4 -3.254 -2.048 -2.265
P2 -3.083 -0.653 1.493
Se2 -2.399 0.993 2.680
C22 -3.169 -2.249 2.364
C23 -3.470 -2.264 3.721
C24 -3.557 -3.471 4.401
C25 -3.308 -4.666 3.740
C26 -2.943 -4.648 2.400
C27 -2.873 -3.442 1.716
C28 -4.865 -0.083 1.474
C29 -5.750 -0.306 2.530
C30 -6.937 0.400 2.628
C31 -7.281 1.336 1.662
C32 -6.426 1.556 0.594
C33 -5.229 0.859 0.509
H4 -8.295 -1.221 -0.821
H5 -9.908 -1.853 0.953
H6 -9.222 -3.411 2.750
H7 -6.923 -4.351 2.751
H8 -5.355 -3.752 0.974
H9 -6.928 -3.327 -3.730
H10 -6.883 -5.615 -4.688
H11 -5.431 -7.348 -3.677
H12 -4.042 -6.789 -1.706
H13 -4.094 -4.519 -0.762
H14 -3.592 -1.323 4.244
H15 -3.791 -3.475 5.460
H16 -3.372 -5.608 4.272
H17 -2.705 -5.574 1.889
H18 -2.544 -3.421 0.684
H19 -5.501 -1.021 3.301
H20 -7.602 0.214 3.464
H21 -8.218 1.877 1.731
H22 -6.686 2.265 -0.182
H23 -4.561 1.068 -0.318
N5 -0.777 1.951 -0.096
C34 -0.359 3.240 -0.537
C35 -1.339 4.113 -1.005
C36 -1.016 5.381 -1.456
C37 0.307 5.798 -1.423
C38 1.280 4.929 -0.958
C39 0.988 3.635 -0.516
C40 2.120 2.746 -0.102
C41 3.158 3.345 0.620
C42 4.289 2.629 0.971
C43 4.396 1.306 0.568
C44 3.350 0.714 -0.127
C45 2.159 1.382 -0.467
H24 -1.779 1.916 0.002
H25 -0.393 1.691 0.816
H26 -2.374 3.783 -1.004
H27 -1.795 6.038 -1.823
H28 0.580 6.785 -1.778
H29 2.317 5.242 -0.981
H30 3.070 4.382 0.932
H31 5.084 3.099 1.540
H32 5.288 0.735 0.804
H33 3.487 -0.324 -0.428
C46 2.461 -0.654 3.984
N6 2.028 0.736 3.953
C47 1.292 1.215 2.903
N7 0.829 2.491 3.071
O6 1.096 0.556 1.884
H34 3.215 -0.762 4.763
H35 2.912 -0.898 3.024
H36 1.638 -1.346 4.162
H37 1.865 1.174 4.842
H38 1.141 3.052 3.840
H39 0.457 2.975 2.273
C48 -1.836 -0.058 -6.297
C49 -0.990 0.626 -5.274
C50 -0.078 1.657 -5.357
C51 0.416 1.830 -4.053
N8 -0.175 0.979 -3.216
N9 -1.021 0.261 -3.989
C52 1.444 2.819 -3.613
H40 -1.760 0.455 -7.254
H41 -2.882 -0.074 -5.988
H42 -1.515 -1.093 -6.434
H43 0.218 2.206 -6.239
H44 -1.487 -0.554 -3.581
H45 2.125 3.031 -4.438
H46 2.015 2.431 -2.770
H47 0.975 3.756 -3.307

As for the multiplicity: 1. As for the total charge: -1. The value obtained for the frontier orbital gap is 7.2 eV. The value obtained for the energy above the lowest of the compared OMol25 structures with the same formula, charge and spin is 1.660 eV. Its LUMO energy is 0.0838 Ha. The HOMO energy comes out at -4.878 eV.

=====

Formula: C52H48AlI2N2OP2Si
Source: the Open Molecules 2025 dataset
Level of theory: ωB97M-V with the def2-TZVPD basis set

Positions of all 109 atoms, in Å:
Al1 -0.133 -0.369 0.060
I1 6.954 -2.653 -1.116
C1 5.061 -1.751 -1.015
C2 4.954 -0.376 -0.887
C3 3.700 0.209 -0.808
I2 3.563 2.270 -0.422
C4 2.535 -0.564 -0.900
O1 1.316 -0.040 -0.823
C5 2.670 -1.957 -1.008
C6 1.427 -2.798 -1.104
N1 0.454 -2.546 -0.008
C7 0.981 -2.922 1.314
C8 1.792 -1.782 1.862
C9 3.045 -1.927 2.428
C10 3.709 -0.799 2.882
C11 3.088 0.436 2.771
C12 1.838 0.502 2.191
N2 1.200 -0.588 1.743
C13 3.926 -2.542 -1.059
H1 5.840 0.241 -0.844
H2 1.704 -3.856 -1.114
H3 0.928 -2.569 -2.047
H4 -0.355 -3.137 -0.191
H5 1.572 -3.841 1.269
H6 0.131 -3.093 1.978
H7 3.497 -2.906 2.507
H8 4.704 -0.879 3.299
H9 3.569 1.341 3.113
H10 1.327 1.447 2.057
H11 4.016 -3.619 -1.133
C14 -4.171 0.566 -0.140
C15 -3.398 1.333 -1.211
P1 -1.541 1.356 -0.944
C16 -1.901 2.363 0.770
C17 -2.646 3.544 0.875
C18 -2.592 4.331 2.015
C19 -1.847 3.933 3.116
C20 -1.163 2.731 3.075
C21 -1.201 1.989 1.903
C22 -1.405 0.376 -2.659
C23 -1.247 -1.001 -2.660
C24 -1.174 -1.753 -3.825
C25 -1.268 -1.103 -5.046
C26 -1.469 0.270 -5.078
C27 -1.559 0.993 -3.900
C28 -3.805 -0.925 -0.128
P2 -2.374 -1.467 0.908
C29 -2.898 -1.237 2.640
C30 -4.223 -1.380 3.041
C31 -4.554 -1.310 4.384
C32 -3.570 -1.086 5.338
C33 -2.247 -0.954 4.946
C34 -1.911 -1.038 3.604
C35 -2.552 -3.289 0.741
C36 -2.864 -3.875 -0.488
C37 -2.993 -5.252 -0.601
C38 -2.794 -6.065 0.505
C39 -2.443 -5.496 1.721
C40 -2.315 -4.120 1.839
H12 -5.234 0.641 -0.380
H13 -4.029 1.015 0.844
H14 -3.725 2.376 -1.229
H15 -3.616 0.893 -2.182
H16 -3.270 3.870 0.052
H17 -3.134 5.269 2.043
H18 -1.808 4.548 4.005
H19 -0.615 2.386 3.944
H20 -0.654 1.053 1.854
H21 -1.211 -1.517 -1.691
H22 -1.061 -2.831 -3.793
H23 -1.199 -1.666 -5.967
H24 -1.555 0.779 -6.030
H25 -1.734 2.065 -3.940
H26 -3.585 -1.229 -1.154
H27 -4.651 -1.527 0.209
H28 -5.006 -1.556 2.314
H29 -5.584 -1.438 4.691
H30 -3.833 -1.024 6.385
H31 -1.475 -0.784 5.686
H32 -0.872 -0.957 3.306
H33 -3.023 -3.261 -1.365
H34 -3.252 -5.685 -1.559
H35 -2.921 -7.136 0.422
H36 -2.275 -6.121 2.588
H37 -2.064 -3.690 2.801
C41 2.876 3.173 -4.904
C42 2.413 1.962 -4.410
C43 1.382 1.936 -3.483
C44 0.771 3.117 -3.058
C45 1.231 4.326 -3.587
C46 2.281 4.356 -4.493
Si1 -0.474 3.254 -1.652
C47 -1.648 4.696 -1.938
C48 -2.655 4.708 -2.903
C49 -3.464 5.822 -3.079
C50 -3.277 6.948 -2.289
C51 -2.277 6.956 -1.326
C52 -1.471 5.842 -1.157
H38 3.708 3.198 -5.597
H39 2.871 1.035 -4.734
H40 1.070 0.986 -3.075
H41 0.766 5.257 -3.277
H42 2.641 5.304 -4.872
H43 0.307 3.628 -0.447
H44 -2.822 3.839 -3.531
H45 -4.239 5.817 -3.834
H46 -3.903 7.820 -2.422
H47 -2.127 7.830 -0.705
H48 -0.697 5.855 -0.398

As for the multiplicity: 1. As for the total charge: +1. The value obtained for the frontier orbital gap is 7.2 eV. The value obtained for the energy above the lowest of the compared OMol25 structures with the same formula, charge and spin is 2.052 eV. Its LUMO energy is -0.0916 Ha. The HOMO energy comes out at -9.654 eV.

=====

Formula: C52H49BrI2MgN6O3Sb
Source: the Open Molecules 2025 dataset
Level of theory: ωB97M-V with the def2-TZVPD basis set

Positions of all 115 atoms, in Å:
Mg1 0.680 -0.671 -0.870
I1 1.908 -0.192 6.675
C1 1.252 -0.512 4.725
C2 -0.103 -0.632 4.457
C3 -0.525 -0.822 3.154
I2 -2.559 -0.980 2.747
C4 0.370 -0.892 2.070
O1 -0.058 -1.024 0.845
C5 1.749 -0.819 2.381
C6 2.787 -1.056 1.319
N1 2.636 -0.204 0.106
C7 2.783 1.227 0.412
C8 1.874 2.112 -0.405
C9 2.120 3.476 -0.495
C10 1.252 4.272 -1.220
C11 0.165 3.683 -1.848
C12 -0.007 2.323 -1.711
N2 0.827 1.545 -1.007
C13 2.167 -0.615 3.690
H1 -0.829 -0.572 5.257
H2 2.750 -2.092 0.976
H3 3.777 -0.902 1.762
H4 3.375 -0.476 -0.536
H5 3.816 1.560 0.283
H6 2.535 1.374 1.466
H7 2.984 3.898 0.002
H8 1.418 5.338 -1.296
H9 -0.548 4.268 -2.412
H10 -0.832 1.814 -2.194
H11 3.228 -0.546 3.902
C14 -2.534 -1.732 -1.469
O2 -1.167 -2.131 -1.327
C15 -0.930 -3.264 -0.600
C16 -1.888 -4.033 0.021
C17 -1.481 -5.154 0.744
Br1 -2.792 -6.200 1.606
C18 -0.155 -5.501 0.848
C19 0.820 -4.715 0.221
C20 0.422 -3.599 -0.500
O3 1.295 -2.751 -1.110
C21 2.250 -5.003 0.309
N3 3.160 -4.275 -0.305
C22 4.386 -4.840 0.015
C23 5.677 -4.472 -0.359
C24 6.722 -5.230 0.126
C25 6.499 -6.333 0.967
C26 5.226 -6.710 1.345
C27 4.179 -5.940 0.851
N4 2.806 -6.018 1.018
H12 -3.105 -2.517 -1.968
H13 -2.521 -0.834 -2.079
H14 -2.959 -1.495 -0.493
H15 -2.934 -3.773 -0.022
H16 0.119 -6.378 1.419
H17 2.223 -3.141 -0.978
H18 5.847 -3.626 -1.012
H19 7.738 -4.976 -0.145
H20 7.346 -6.901 1.326
H21 5.058 -7.559 1.993
H22 2.310 -6.701 1.563
C28 0.591 -2.160 -6.279
N5 0.820 -1.302 -5.125
C29 1.452 -0.081 -5.130
C30 1.476 0.335 -3.836
N6 0.872 -0.612 -3.035
C31 0.497 -1.580 -3.853
H23 0.247 -1.557 -7.116
H24 -0.177 -2.888 -6.032
H25 1.507 -2.679 -6.555
H26 1.816 0.369 -6.037
H27 1.882 1.248 -3.435
H28 -0.002 -2.488 -3.556
C32 -5.936 0.277 0.578
C33 -5.601 1.188 1.734
C34 -6.390 1.121 2.881
C35 -6.132 1.923 3.980
C36 -5.075 2.820 3.946
C37 -4.283 2.901 2.811
C38 -4.534 2.092 1.703
Sb1 -3.218 2.124 0.025
C39 -4.551 3.190 -1.281
C40 -5.512 4.031 -0.712
C41 -6.398 4.749 -1.498
C42 -6.339 4.629 -2.879
C43 -5.399 3.793 -3.455
C44 -4.499 3.065 -2.676
C45 -3.507 2.182 -3.395
C46 -2.050 3.830 0.618
C47 -2.299 5.087 0.073
C48 -1.512 6.184 0.405
C49 -0.464 6.028 1.299
C50 -0.209 4.778 1.846
C51 -0.983 3.669 1.513
C52 -0.680 2.336 2.139
H29 -6.996 0.341 0.328
H30 -5.721 -0.766 0.829
H31 -5.383 0.523 -0.329
H32 -7.223 0.426 2.907
H33 -6.758 1.850 4.860
H34 -4.869 3.456 4.797
H35 -3.463 3.610 2.790
H36 -5.567 4.129 0.366
H37 -7.132 5.397 -1.034
H38 -7.028 5.181 -3.505
H39 -5.362 3.693 -4.535
H40 -2.735 2.779 -3.889
H41 -4.002 1.592 -4.168
H42 -3.014 1.492 -2.713
H43 -3.126 5.224 -0.615
H44 -1.731 7.155 -0.021
H45 0.148 6.877 1.578
H46 0.608 4.656 2.550
H47 0.280 2.348 2.659
H48 -0.652 1.533 1.395
H49 -1.446 2.059 2.870

As for the multiplicity: 1. As for the total charge: +1. The value obtained for the frontier orbital gap is 7.4 eV. The value obtained for the energy above the lowest of the compared OMol25 structures with the same formula, charge and spin is 0.000 eV. Its LUMO energy is -0.0759 Ha. The HOMO energy comes out at -9.421 eV.